No. 1
C40H48AsAuNOPSSi | wB97M-V/def2-TZVPD

Last column: Löwdin charge in e.
Positions of all 95 atoms, in Å:
Au 0.81 0.30 0.39  0.6691
C 0.03 -0.46 2.17  -0.2948
Si -1.63 -1.33 2.15  0.6828
C -1.80 -2.64 0.65  -0.1251
N -1.44 -2.17 -0.63  -0.0834
C -0.43 -2.83 -1.43  -0.1289
C -0.91 -2.96 -2.89  -0.1429
C -2.43 -3.10 -2.93  -0.1685
C -3.09 -1.81 -2.41  -0.1236
C -2.22 -1.15 -1.31  -0.1321
C -1.71 -2.42 3.66  -0.2630
C -2.65 -2.16 4.66  -0.0786
C -2.69 -2.95 5.80  -0.0598
C -1.80 -4.01 5.95  -0.0567
C -0.87 -4.28 4.96  -0.0682
C -0.81 -3.48 3.82  -0.1062
C -3.15 -0.27 2.01  -0.2782
C -3.08 1.11 2.22  -0.0901
C -4.23 1.89 2.19  -0.0805
C -5.46 1.31 1.95  -0.0655
C -5.55 -0.06 1.73  -0.0624
C -4.40 -0.84 1.77  -0.0968
H 0.81 -1.11 2.58  0.0146
H -0.03 0.44 2.80  0.0212
H -2.87 -2.87 0.71  0.1117
H -1.21 -3.53 0.91  0.0959
H -0.23 -3.81 -1.00  0.1341
H 0.50 -2.26 -1.41  0.0676
H -0.42 -3.82 -3.34  0.1245
H -0.60 -2.08 -3.47  0.1200
H -2.73 -3.95 -2.31  0.1214
H -2.77 -3.31 -3.94  0.1228
H -4.08 -2.02 -2.02  0.1193
H -3.20 -1.08 -3.22  0.1064
H -2.82 -0.60 -0.59  0.0988
H -1.52 -0.45 -1.77  0.1181
H -3.35 -1.34 4.55  0.1038
H -3.43 -2.75 6.57  0.1144
H -1.83 -4.61 6.85  0.1151
H -0.18 -5.10 5.08  0.1119
H -0.07 -3.70 3.06  0.0996
H -2.12 1.58 2.42  0.0906
H -4.15 2.96 2.38  0.1047
H -6.36 1.92 1.93  0.1197
H -6.51 -0.52 1.55  0.1157
H -4.50 -1.92 1.62  0.1057
O -0.93 1.61 -0.46  -0.4531
P -1.64 2.80 -1.04  0.8185
C -0.60 3.78 -2.13  -0.2835
C 0.73 3.41 -2.32  -0.0905
C 1.55 4.18 -3.13  -0.0689
C 1.05 5.32 -3.75  -0.0563
C -0.28 5.69 -3.56  -0.0526
C -1.10 4.93 -2.74  -0.0675
C -3.06 2.22 -1.99  -0.2771
C -3.01 2.12 -3.38  -0.0623
C -4.08 1.56 -4.06  -0.0676
C -5.19 1.10 -3.36  -0.0638
C -5.24 1.20 -1.98  -0.0560
C -4.17 1.75 -1.29  -0.0829
C -2.24 3.95 0.21  -0.2896
C -3.42 4.67 0.07  -0.0812
C -3.79 5.59 1.04  -0.0606
C -2.98 5.79 2.15  -0.0577
C -1.79 5.09 2.29  -0.0602
C -1.42 4.17 1.32  -0.0871
H 1.11 2.52 -1.83  0.0051
H 2.59 3.90 -3.28  0.0960
H 1.69 5.92 -4.39  0.1151
H -0.67 6.58 -4.04  0.1169
H -2.13 5.22 -2.59  0.1154
H -2.14 2.48 -3.92  0.1120
H -4.05 1.49 -5.14  0.1155
H -6.03 0.67 -3.90  0.1164
H -6.11 0.85 -1.44  0.1121
H -4.20 1.83 -0.20  0.0802
H -4.06 4.51 -0.79  0.1124
H -4.72 6.14 0.94  0.1164
H -3.27 6.51 2.91  0.1163
H -1.16 5.26 3.15  0.1134
H -0.48 3.63 1.40  0.1048
C 4.69 1.66 -0.03  -0.2272
As 4.17 0.38 -1.37  0.7487
C 5.01 -1.30 -0.95  -0.2370
C 4.89 0.94 -3.06  -0.2341
S 2.07 0.08 -1.68  0.1771
H 5.76 1.81 -0.12  0.0539
H 4.46 1.27 0.96  0.0425
H 4.17 2.60 -0.18  0.0438
H 6.08 -1.21 -1.08  0.0529
H 4.61 -2.05 -1.63  0.0428
H 4.78 -1.58 0.08  0.0453
H 5.98 0.96 -2.99  0.0543
H 4.52 1.92 -3.33  0.0358
H 4.59 0.22 -3.81  0.0489

Summary:
net charge = +2
2S+1 = 3
frontier orbital gap (alpha / beta) = 0.3394 / 0.2132 Ha
HOMO (alpha / beta) = -13.51 / -13.56 eV



No. 2
C40H48ClIN5O2PSTi | wB97M-V/def2-TZVPD

Last column: Löwdin charge in e.
Positions of all 100 atoms, in Å:
Ti -0.11 -0.94 -1.62  0.8802
N -1.24 2.73 -3.34  0.0563
C -0.65 1.49 -3.15  -0.8469
S -1.72 0.10 -3.20  0.6740
N 0.63 1.47 -2.93  0.0224
N 1.07 0.18 -2.68  -0.1715
C 2.08 -0.33 -3.44  -0.2172
C 3.02 0.52 -4.19  -0.1734
C 3.58 1.65 -3.60  -0.0441
C 4.47 2.45 -4.29  -0.0892
C 4.82 2.13 -5.60  -0.1019
C 4.26 1.02 -6.21  -0.0875
C 3.36 0.22 -5.52  -0.0428
C 2.02 -1.72 -3.47  -0.2196
C 2.98 -2.60 -4.07  -0.0286
C 2.75 -3.94 -4.09  -0.0812
C 1.58 -4.47 -3.49  -0.0771
C 0.72 -3.61 -2.88  -0.1279
N 0.91 -2.26 -2.83  -0.0340
H -2.11 2.71 -3.84  0.0676
H -0.60 3.45 -3.64  0.0908
H 3.30 1.90 -2.59  0.1038
H 4.90 3.32 -3.81  0.0984
H 5.52 2.76 -6.14  0.0965
H 4.51 0.78 -7.24  0.0999
H 2.90 -0.62 -6.01  0.1143
H 3.87 -2.18 -4.50  0.1078
H 3.48 -4.60 -4.55  0.1011
H 1.36 -5.52 -3.51  0.0962
H -0.18 -3.96 -2.39  0.1107
Cl 2.16 -5.64 3.04  0.6897
C 1.19 -4.66 1.98  -0.6158
C -0.15 -4.91 1.86  -0.1690
C -0.96 -4.16 0.98  -0.6468
I -2.98 -4.58 0.81  0.9316
C -0.43 -3.13 0.22  -0.4533
O -1.08 -2.43 -0.67  -0.2266
C 0.96 -2.82 0.44  -0.1532
N 1.40 -1.73 -0.23  0.0482
C 2.68 -1.42 -0.17  -0.0910
C 3.60 -2.19 0.55  -0.0281
C 3.16 -3.26 1.28  -0.0214
C 1.79 -3.60 1.26  -0.1795
H -0.59 -5.72 2.43  0.0947
H 2.99 -0.54 -0.74  0.1183
H 4.65 -1.91 0.54  0.1130
H 3.85 -3.86 1.86  0.0982
O -0.66 0.47 -0.24  -0.4144
P -1.43 0.76 1.05  0.9154
C -1.69 2.57 1.08  -0.3161
C -0.59 3.36 0.35  -0.1759
C 0.62 3.68 1.21  -0.1868
C 0.21 4.39 2.51  -0.1925
C -0.83 3.58 3.28  -0.1931
C -2.04 3.23 2.43  -0.1822
C -0.52 -0.03 2.42  -0.3322
C -1.24 -0.07 3.78  -0.1743
C -0.27 -0.48 4.91  -0.1793
C 0.80 -1.42 4.36  -0.1871
C 1.72 -0.65 3.41  -0.1614
C 0.94 0.39 2.57  -0.1764
C -3.04 -0.12 1.06  -0.3226
C -3.61 -0.37 -0.35  -0.2114
C -4.42 0.79 -0.92  -0.2066
C -5.54 1.19 0.02  -0.1958
C -4.99 1.55 1.40  -0.1964
C -4.14 0.43 1.99  -0.1752
H -2.57 2.62 0.44  0.0980
H -1.06 4.31 0.04  0.1259
H -0.30 2.85 -0.56  0.0856
H 1.31 4.31 0.65  0.1159
H 1.16 2.76 1.44  0.0904
H -0.22 5.36 2.26  0.1152
H 1.08 4.58 3.13  0.1106
H -1.16 4.13 4.16  0.1156
H -0.36 2.66 3.66  0.0824
H -2.57 4.16 2.19  0.1254
H -2.75 2.63 3.00  0.0885
H -0.51 -1.06 2.03  0.1101
H -2.06 -0.78 3.74  0.1135
H -1.67 0.90 4.03  0.0909
H -0.83 -0.94 5.72  0.1120
H 0.22 0.40 5.32  0.1152
H 0.32 -2.26 3.84  0.1091
H 1.39 -1.86 5.17  0.1137
H 2.24 -1.35 2.76  0.0787
H 2.48 -0.13 3.99  0.1163
H 1.40 0.49 1.58  0.0961
H 1.00 1.36 3.05  0.0909
H -2.73 -1.10 1.44  0.1001
H -4.27 -1.25 -0.26  0.1196
H -2.82 -0.66 -1.04  0.0077
H -4.82 0.49 -1.89  0.1109
H -3.76 1.64 -1.12  0.1012
H -6.24 0.35 0.13  0.1159
H -6.11 2.03 -0.39  0.1100
H -5.80 1.78 2.09  0.1143
H -4.40 2.47 1.31  0.0894
H -4.81 -0.42 2.20  0.1249
H -3.74 0.73 2.96  0.0833

Summary:
relative energy (zero: lowest compared OMol25 entry of this formula, charge and spin) = 0.0 kcal per mole
frontier orbital gap (alpha / beta) = 0.1952 / 0.1958 Ha
HOMO (alpha / beta) = -5.68 / -5.70 eV



No. 3
C40H48F6N10O5S5Sr | wB97M-V/def2-TZVPD

Last column: Löwdin charge in e.
Positions of all 115 atoms, in Å:
Sr 7.16 9.99 14.00  1.1979
F 12.95 8.07 13.80  0.0896
C 12.97 6.73 13.80  -0.6835
F 14.06 6.30 14.41  0.1521
F 12.98 6.24 12.60  0.1586
S 11.27 6.34 14.61  0.6062
O 10.27 7.37 14.45  -0.3265
O 10.85 5.08 14.03  -0.2866
N 11.84 6.49 16.05  -0.3339
S 11.06 7.09 17.25  0.5800
O 9.75 6.42 17.26  -0.3281
O 10.99 8.50 17.40  -0.2993
C 12.21 6.58 18.66  -0.7557
F 13.31 7.24 18.54  0.1630
F 11.71 6.96 19.78  0.1650
F 12.53 5.30 18.82  0.1406
C 11.67 13.25 14.26  -0.0565
N 11.33 11.89 13.89  -0.1748
C 11.09 10.99 15.00  -0.0444
C 10.69 11.68 12.69  -0.4039
N 9.54 11.10 12.66  0.1088
C 9.29 10.38 11.49  -0.2942
C 10.18 9.37 11.19  -0.0129
C 10.06 8.62 10.01  -0.0392
C 8.99 8.87 9.16  -0.0359
C 7.99 9.78 9.53  -0.1704
C 6.80 9.78 8.77  -0.0313
C 5.78 10.64 9.08  -0.0685
C 5.88 11.47 10.20  -0.0300
C 6.97 11.43 11.04  -0.1881
N 6.84 12.04 12.35  0.0507
C 6.50 13.25 12.57  -0.3718
N 6.58 14.42 11.78  -0.1576
C 7.65 14.81 10.88  -0.0528
C 5.30 14.94 11.37  -0.0626
N 5.86 13.50 13.77  -0.1742
C 4.89 12.54 14.29  -0.0741
C 6.28 14.57 14.66  -0.0711
C 8.09 10.57 10.71  -0.0637
N 11.34 12.19 11.60  -0.1232
C 12.81 12.28 11.63  -0.0363
C 10.66 12.44 10.33  -0.0261
H 12.66 13.31 14.73  0.0909
H 10.89 13.66 14.93  0.0905
H 11.72 13.86 13.32  0.0916
H 11.89 11.17 15.74  0.0998
H 11.13 9.93 14.67  0.0884
H 10.15 11.20 15.50  0.0321
H 10.94 9.12 11.90  0.1129
H 10.77 7.85 9.80  0.1068
H 8.83 8.31 8.25  0.1112
H 6.73 9.11 7.92  0.1158
H 4.86 10.69 8.53  0.1036
H 5.04 12.10 10.46  0.0997
H 8.64 14.49 11.21  0.0732
H 7.69 15.90 10.84  0.0865
H 7.46 14.41 9.89  0.0879
H 4.59 14.92 12.19  0.0898
H 4.86 14.31 10.57  0.0838
H 5.47 15.97 11.02  0.0942
H 5.23 12.20 15.26  0.0428
H 4.82 11.71 13.59  0.0409
H 3.86 13.00 14.41  0.1103
H 7.19 14.98 14.29  0.0762
H 6.46 14.20 15.69  0.0108
H 5.54 15.38 14.72  0.0894
H 13.18 11.77 12.51  0.0894
H 13.18 13.31 11.67  0.0831
H 13.21 11.74 10.77  0.0923
H 9.68 12.84 10.52  0.0618
H 10.60 11.53 9.72  0.0913
H 11.24 13.19 9.76  0.1062
S 7.04 9.09 16.98  0.7141
C 7.09 10.14 18.24  -0.6818
N 6.55 9.90 19.45  -0.0944
C 6.83 10.87 20.52  -0.0737
C 8.32 11.21 20.42  -0.0624
N 8.54 11.90 19.12  -0.1039
C 9.36 13.08 19.16  -0.1311
C 8.70 14.24 19.86  -0.2077
C 7.45 14.67 19.41  -0.0482
C 6.77 15.69 20.02  -0.0823
C 7.32 16.35 21.10  -0.0868
C 8.55 15.93 21.62  -0.0653
C 9.23 14.86 21.00  -0.0324
C 7.86 11.49 18.07  -0.7014
S 7.78 12.30 16.65  0.7445
C 5.84 8.67 19.77  -0.1212
C 6.57 7.88 20.79  -0.2223
C 6.17 7.82 22.11  -0.0641
C 6.85 7.09 23.07  -0.0940
C 7.97 6.40 22.70  -0.0878
C 8.42 6.48 21.39  -0.0621
C 7.75 7.21 20.43  -0.0022
H 6.68 10.42 21.52  0.1324
H 6.17 11.71 20.43  0.1258
H 8.93 10.31 20.49  0.1453
H 8.64 11.93 21.19  0.1369
H 9.62 13.35 18.14  0.0950
H 10.29 12.82 19.71  0.1447
H 7.04 14.17 18.54  0.0785
H 5.81 16.04 19.65  0.1052
H 6.83 17.23 21.51  0.1046
H 8.98 16.44 22.46  0.0965
H 10.19 14.55 21.37  0.1074
H 5.75 8.12 18.85  0.0773
H 4.86 8.95 20.13  0.1295
H 5.27 8.33 22.42  0.1085
H 6.48 7.02 24.08  0.1051
H 8.50 5.83 23.49  0.1188
H 9.34 5.98 21.19  0.1002
H 8.14 7.30 19.41  0.1083
O 6.80 7.54 13.04  -0.6897
S 5.31 7.76 13.13  0.6402
N 4.90 9.14 13.26  -0.5919

Summary:
relative energy (zero: lowest compared OMol25 entry of this formula, charge and spin) = 0.0 kcal per mole
frontier orbital gap = 0.2461 Ha
HOMO = -7.59 eV



No. 4
C40H48N4PtS2Sb2 | wB97M-V/def2-TZVPD

Last column: Löwdin charge in e.
Positions of all 97 atoms, in Å:
Pt -0.32 0.56 -0.07  0.8279
C -0.28 -0.82 5.72  -0.0695
C 0.79 0.03 5.05  -0.2629
N 0.24 1.14 4.27  0.0109
C -0.05 1.15 2.97  -0.6902
S 0.05 -0.39 2.07  0.5850
N -0.46 2.26 2.44  0.0137
N -0.87 2.19 1.17  -0.1703
C -1.33 3.22 0.55  -0.2690
C -1.26 4.61 1.08  0.0026
C -2.06 2.91 -0.69  -0.2628
C -2.65 3.89 -1.48  0.0218
C -3.52 3.52 -2.49  -0.0107
C -3.81 2.17 -2.66  -0.0321
C -3.13 1.24 -1.89  -0.1353
N -2.27 1.60 -0.94  -0.0020
H 0.19 -1.54 6.39  0.0786
H -0.95 -0.20 6.32  0.0833
H -0.87 -1.36 4.99  0.0667
H 1.45 0.46 5.80  0.1291
H 1.38 -0.58 4.38  0.0306
H 0.05 2.00 4.77  0.1580
H -0.77 4.61 2.05  0.0771
H -0.70 5.25 0.40  0.1022
H -2.26 5.04 1.20  0.1028
H -2.42 4.93 -1.30  0.1251
H -3.99 4.27 -3.10  0.1284
H -4.54 1.86 -3.39  0.1180
H -3.31 0.18 -2.01  0.1133
C 1.07 -3.41 -2.43  -0.0815
C 2.03 -2.56 -1.90  -0.1043
C 1.64 -1.43 -1.17  -0.2198
C 0.29 -1.13 -1.01  -0.5217
C -0.67 -2.00 -1.53  -0.1810
C -0.27 -3.14 -2.22  -0.0946
H 1.37 -4.27 -3.00  0.1169
H 3.08 -2.74 -2.08  0.1117
H 2.40 -0.75 -0.80  0.0819
H -1.72 -1.80 -1.39  0.0973
H -1.03 -3.82 -2.61  0.1166
S 0.65 1.56 -1.90  0.3429
Sb -0.58 0.10 -4.18  1.5463
C 1.18 -0.35 -5.31  -0.3658
C 1.01 -0.52 -6.68  -0.1259
C 2.12 -0.73 -7.49  -0.0588
C 3.39 -0.77 -6.93  -0.0611
C 3.55 -0.61 -5.56  -0.0700
C 2.45 -0.39 -4.75  -0.1318
C -1.87 -1.44 -4.99  -0.3554
C -1.31 -2.64 -5.42  -0.1392
C -2.14 -3.64 -5.91  -0.0611
C -3.52 -3.47 -5.93  -0.0587
C -4.07 -2.28 -5.48  -0.0650
C -3.25 -1.27 -4.99  -0.1438
C -1.16 1.92 -5.17  -0.3712
C -2.24 1.96 -6.04  -0.1253
C -2.55 3.14 -6.70  -0.0662
C -1.78 4.28 -6.49  -0.0642
C -0.70 4.24 -5.63  -0.0681
C -0.39 3.06 -4.96  -0.1480
H 0.02 -0.49 -7.12  0.1057
H 1.98 -0.85 -8.56  0.1150
H 4.25 -0.91 -7.56  0.1138
H 4.54 -0.64 -5.13  0.1097
H 2.57 -0.26 -3.68  0.0720
H -0.24 -2.77 -5.41  0.0986
H -1.70 -4.57 -6.26  0.1144
H -4.15 -4.26 -6.31  0.1149
H -5.15 -2.14 -5.49  0.1134
H -3.70 -0.35 -4.63  0.0792
H -2.84 1.07 -6.22  0.0863
H -3.38 3.16 -7.39  0.1134
H -2.03 5.19 -7.01  0.1136
H -0.09 5.12 -5.48  0.1125
H 0.47 3.03 -4.29  0.0580
C 5.28 -2.23 0.88  -0.1736
C 4.22 -3.30 1.08  -0.3771
Sb 2.46 -2.57 2.18  1.5664
C 3.22 -2.48 4.23  -0.3958
C 4.18 -3.63 4.49  -0.1642
C 1.23 -4.35 2.35  -0.3782
C 0.46 -4.68 1.08  -0.1737
H 6.09 -2.62 0.28  0.0855
H 5.70 -1.90 1.83  0.0711
H 4.88 -1.35 0.36  0.0618
H 4.58 -4.12 1.70  0.0567
H 3.84 -3.70 0.14  0.0392
H 2.34 -2.54 4.87  0.0441
H 3.70 -1.51 4.38  0.0575
H 3.72 -4.60 4.30  0.0706
H 4.47 -3.62 5.55  0.0902
H 5.09 -3.55 3.90  0.0657
H 0.56 -4.18 3.20  0.0610
H 1.94 -5.14 2.61  0.0625
H -0.24 -3.88 0.82  0.0605
H -0.11 -5.59 1.22  0.0856
H 1.13 -4.83 0.24  0.0622

Summary:
net charge = +2
2S+1 = 5
relative energy (zero: lowest compared OMol25 entry of this formula, charge and spin) = 0.0 kcal per mole
frontier orbital gap (alpha / beta) = 0.2577 / 0.1971 Ha
HOMO (alpha / beta) = -12.29 / -13.00 eV



E values (in Eh) by entry order: -5083.04447, -4324.41435, -5097.64179, -3167.57286.